i:
C12H42O9 | wB97M-V/def2-TZVPD

```
63
Properties=species:S:1:pos:R:3:nbo_charge:R:1
H 1.6326 0.2482 4.7941 0.21
H 3.4138 0.2624 -0.8957 0.19
C -2.0452 2.3217 1.9666 -0.24
O -0.8593 -0.3422 -0.1121 -0.76
H 1.7421 -0.0263 3.0602 0.21
O -0.9176 0.6679 -2.9143 -0.74
O -5.1940 -1.4108 -1.9028 -0.73
O 2.2042 2.7123 2.4733 -0.72
O 1.6599 1.6988 -2.9683 -0.75
C 0.4373 -0.0921 0.3239 -0.25
H 5.4353 -0.7737 -1.1288 0.47
O -1.7334 -2.9429 1.5730 -0.72
H 0.5082 0.5600 1.1944 0.17
H 4.3882 0.4404 0.6365 0.15
H 2.5423 2.5243 4.5174 0.16
H 3.1089 -0.7251 0.5752 0.18
H 2.1096 -4.3867 -0.3567 0.21
H -1.5995 -1.3450 2.7755 0.19
H 0.7144 1.5378 -2.9260 0.49
O -2.9928 1.3783 2.4076 -0.74
C -4.1736 -0.7476 -1.1634 -0.25
C 1.5471 0.7303 3.8202 -0.63
H -4.1828 0.3422 -1.1462 0.16
C -2.1376 0.9989 -3.4701 -0.24
H 0.5220 1.0995 3.7876 0.21
H -0.2117 -3.7364 -0.3311 0.16
H -1.0580 2.1312 2.3876 0.19
H -3.1566 -1.0302 -1.4355 0.20
H -2.8995 -2.4374 3.1355 0.17
H 2.3480 -4.0776 -2.1035 0.22
C 2.5752 1.9248 3.6076 -0.06
H 1.2529 3.6891 -3.1493 0.15
H -1.2208 -1.0291 0.4527 0.49
H 0.6110 3.0010 -0.8407 0.20
H 2.3116 2.5996 -0.4283 0.20
H -1.8734 1.1336 -4.5189 0.19
H -2.4870 -3.3755 1.1650 0.47
H -2.5971 1.8667 -2.9969 0.15
H 2.0429 -2.7355 -1.0131 0.20
O -0.0666 -5.1649 -1.8349 -0.73
C 1.6595 3.1969 -1.0655 -0.63
C 3.8658 -0.2371 -0.0388 -0.25
O 4.7515 -1.2102 -0.6155 -0.73
H -3.0473 -1.3291 1.7367 0.17
C 1.8015 -3.7803 -1.2084 -0.62
H -3.8247 1.4532 1.9344 0.47
C 0.2085 -3.8661 -1.3285 -0.06
H 2.9271 3.3763 -2.7942 0.17
H -4.3258 -1.0295 -0.1215 0.15
H -2.8934 0.2208 -3.3633 0.16
H 1.0259 -0.9992 0.4611 0.17
H -2.1052 2.2044 0.8846 0.17
C -2.3696 -1.9608 2.3109 -0.27
H 0.9203 0.4982 -0.4548 0.19
H -1.0033 -5.2676 -2.0181 0.46
H 3.5693 1.5344 3.3898 0.16
H -0.2281 -3.1263 -1.9995 0.16
H 3.0350 2.8103 2.0023 0.47
H -2.3230 3.3150 2.3189 0.16
H -6.0753 -1.0941 -1.6916 0.47
H -1.0368 0.5212 -1.9731 0.49
C 1.9137 3.0410 -2.5736 -0.06
H 1.8533 4.2385 -0.8094 0.20
```

Calculated values
structure (SMILES)	CCO.CCO.CCO.CO.CO.CO.CO.CO.CO
HOMO level	-0.358	Eh

---

ii:
C12H42O9 | wB97M-V/def2-TZVPD

```
63
Properties=species:S:1:pos:R:3:nbo_charge:R:1
H 1.9841 4.5443 4.1742 0.21
O -1.4476 -3.0098 2.2183 -0.74
O 0.6296 2.3449 3.2247 -0.77
H 3.3892 -1.5059 -4.0790 0.22
C -2.2252 -3.5113 1.0984 -0.06
H -2.9285 -4.2263 1.5267 0.17
O -0.4005 2.6782 0.5512 -0.99
C -4.2296 0.3599 0.6363 -0.65
H 3.7679 0.5792 -3.2291 0.17
H -4.1198 0.5463 1.6743 0.21
H -3.3791 -1.0933 -2.8161 0.20
H -2.7306 -2.6572 0.7027 0.16
C 1.4579 3.8666 4.8855 -0.63
O 1.8891 3.0241 -1.5729 -0.98
H 1.3860 -0.1302 -0.3480 0.49
H 4.7593 -1.5776 1.2353 0.20
H -3.1596 2.2570 0.5462 0.19
C 3.8693 -0.8753 1.3789 -0.62
H -1.7696 -4.5278 -0.7753 0.21
H -0.6252 -2.5000 -3.1599 0.17
H -0.0078 2.7089 1.4462 0.51
C -3.1760 1.2916 -0.0241 -0.07
H -5.2832 0.7277 0.4733 0.22
H 3.0439 -1.4698 -0.4640 0.17
H 1.8367 -1.0368 -4.8752 0.20
H 3.8683 0.1547 -0.4266 0.15
H 3.3916 -0.3990 -5.4787 0.21
H 2.2292 3.1359 5.2241 0.21
H 0.2963 2.7847 -0.1048 0.51
H -2.9704 -2.5874 -3.8697 0.21
H 1.0278 0.1322 -2.9429 0.50
H -1.6568 -2.4309 -1.7237 0.16
C 2.7749 0.5127 -3.6951 -0.08
O 1.9318 0.2605 -2.5731 -0.77
O -1.3397 0.0159 2.7939 -0.99
C -1.3619 -1.9056 -2.6078 -0.07
H 2.5904 3.2739 -0.9349 0.47
H 2.0131 2.0512 -1.6955 0.50
H 4.4096 -0.0983 1.8543 0.21
H 0.0766 1.5699 3.1150 0.51
H -0.8444 -0.7728 2.8576 0.48
H -0.4722 -3.4750 -0.2184 0.22
H -0.1590 2.5646 5.2329 0.18
H -2.4421 -1.0559 -4.3848 0.21
H -0.7996 -5.0127 0.6167 0.22
H -1.1603 1.2812 0.1104 0.52
C -2.5786 -1.6234 -3.4352 -0.64
O -0.6906 -0.7320 -2.1978 -0.79
O 1.9751 0.0493 0.4185 -0.74
H -3.4563 1.5931 -1.1025 0.17
H 1.2358 4.5969 5.6412 0.21
H -2.0272 -2.3125 2.5531 0.47
C 2.8438 -0.7277 -4.5552 -0.63
C 3.2066 -0.5563 0.0870 -0.06
H 2.5362 1.4973 -4.0984 0.18
H -1.2562 -0.2555 -1.5422 0.51
C 0.2124 3.1603 4.3522 -0.07
C -1.2609 -4.1718 0.1149 -0.64
H -0.5127 3.9133 3.9872 0.17
H 3.2246 -1.2978 2.1277 0.22
O -1.8699 0.5938 -0.0883 -0.83
H -1.5559 0.1339 1.8331 0.50
H -3.9598 -0.6677 0.3271 0.21
```

Calculated values
structure (SMILES)	CCO.CCO.CCO.CCO.CCO.CCO.O.O.O
HOMO level	-0.362	Eh

---

Ordering by calculated energy gives the sequence ii, i, with the first entry being the most stable.

---

i:
C5H36O13 | wB97M-V/def2-TZVPD

```
54
Properties=species:S:1:pos:R:3:nbo_charge:R:1
H -0.0446 0.4784 -3.7576 0.47
H -0.7426 -0.4207 -1.0453 0.17
O -2.0864 3.3892 -1.6865 -0.97
O -0.8285 -2.6799 -2.0352 -0.98
O -3.0940 -1.2517 1.3267 -0.96
O 3.4144 -2.8121 -0.4597 -0.97
H -2.7857 -0.6840 0.5979 0.50
H -2.6399 -0.2091 -2.1847 0.48
H -0.1931 -2.8310 1.2707 0.47
C 2.4157 0.6899 2.1439 -0.42
H 0.2977 4.4948 1.8213 0.49
C 1.9261 1.3456 3.4668 -0.60
H -1.7229 -1.9433 3.9414 0.48
H 0.7039 2.9821 -0.2921 0.47
O 1.6838 1.0112 -2.2952 -0.97
H 3.1003 -1.8970 -2.0919 0.51
H -0.6704 -3.6139 -2.1713 0.48
H -0.4294 3.1012 2.3504 0.49
O -1.3046 -2.2901 3.1513 -1.00
H -1.5023 3.8022 -1.0483 0.49
O 2.9505 -1.4260 -2.9345 -0.99
C 1.4340 -0.3666 1.6697 -0.49
H 2.2702 -1.9225 -3.4004 0.47
H 0.5621 1.8729 -1.1994 0.49
H -3.6722 2.2806 -0.7074 0.50
H 2.5114 1.6289 1.5903 0.21
H 3.3308 0.1520 2.2981 0.20
O 0.3495 3.5742 2.0671 -0.97
O -3.3640 -0.5676 -2.6975 -0.96
O 0.0971 2.2315 -0.4157 -0.97
O -0.8012 0.9803 -3.4427 -0.94
H 3.6839 -2.2023 0.2309 0.49
O 0.6145 -2.8900 1.8121 -0.98
H 2.6570 -3.3193 -0.1423 0.50
H -4.1103 1.7879 -2.0056 0.48
C 0.1316 -0.4975 -0.4011 -0.44
H -0.5344 1.0359 -2.5120 0.47
H 2.2350 2.3894 3.4011 0.22
H 0.8253 1.3019 3.4217 0.18
H 1.8504 0.3745 -3.0427 0.49
H 1.1504 -1.1197 2.3921 0.25
H -3.5957 -1.9736 0.9254 0.48
O -3.9450 1.4467 -1.1135 -0.98
H 2.0469 0.8011 4.3738 0.20
H 1.8433 -1.2699 1.1115 0.21
H -0.4528 0.6548 1.3213 0.19
H 0.9747 -1.0657 -0.8045 0.18
H -1.8414 -2.1148 2.3612 0.51
C 0.2288 -0.0083 0.8350 -0.12
H -4.1828 -0.2608 -2.3102 0.48
H 2.1272 0.3608 -1.7139 0.49
H -1.7415 2.5674 -2.0302 0.49
H 0.3100 -2.8290 2.7158 0.50
H -1.4409 -2.2690 -2.6560 0.50
```

Calculated values
HOMO level	-0.328	Eh

---

ii:
C5H36O13 | wB97M-V/def2-TZVPD

```
54
Properties=species:S:1:pos:R:3:nbo_charge:R:1
H 0.4753 0.5132 -2.0011 0.17
O 1.2837 2.2366 -3.8713 -0.98
O 2.6309 -0.4403 -4.5147 -0.99
H -0.6526 2.0236 4.6092 0.18
H 0.3636 -0.5672 0.6451 0.50
H -1.2519 -4.6326 0.7663 0.47
H 1.2292 2.5591 -4.7748 0.49
H -2.2583 -2.8270 -1.2606 0.49
H 0.8278 3.8183 0.7528 0.50
H 1.5022 3.0463 1.8702 0.47
C -3.7648 1.4776 0.5200 -0.26
H 2.5323 -3.8971 3.4888 0.17
H 1.2004 3.0292 -2.0924 0.52
C 0.9885 -2.9199 -2.7803 -0.26
H -0.6838 3.7496 -1.6956 0.49
O -2.3569 -2.4506 -2.1462 -0.96
H 1.4911 -3.6204 -3.4401 0.17
H 2.4887 -0.8346 -3.6279 0.50
H 1.6248 -1.5961 -1.4995 0.50
O 1.8743 -1.9453 3.0980 -0.75
O 0.7126 3.5642 1.6788 -0.97
H -1.1970 0.3495 4.5357 0.18
H 1.2871 1.2693 -3.9575 0.51
O -1.6029 3.6446 -1.4203 -0.96
H -2.6460 2.1710 -0.9237 0.49
O -0.7584 1.2276 2.6862 -0.77
H -1.9315 4.5288 -1.2343 0.48
H 3.4626 -2.6310 4.2682 0.17
H -0.8738 -3.1632 1.0329 0.50
C 2.4491 -2.9129 3.9605 -0.25
H -0.4171 2.0997 2.4449 0.51
O 0.6102 -0.6520 -0.2832 -0.77
H 0.4786 0.6823 4.2658 0.16
O -1.2730 -3.7575 0.3701 -0.98
H -2.9124 1.4724 1.2082 0.17
O -3.3612 1.5209 -0.8515 -0.75
O 1.3873 3.3902 -1.2058 -0.99
H 0.0808 -1.6854 2.6717 0.50
H -2.1806 -1.5118 -2.0278 0.46
H 1.9451 4.1580 -1.3719 0.48
H -1.2165 -0.9153 2.3698 0.50
H -4.4731 2.2710 0.7755 0.16
H 0.5527 -3.4868 -1.9547 0.19
H -4.2673 0.5192 0.6879 0.18
H 2.4679 -1.8263 2.3501 0.48
O -0.7620 -1.7462 2.1858 -0.99
H 2.2660 -1.0958 -5.1161 0.47
C -0.5287 1.0802 4.0747 -0.26
H 0.1019 1.3897 -0.4754 0.18
H -1.0286 0.2771 -1.1183 0.17
C 0.0564 0.4352 -1.0035 -0.26
O 1.9914 -2.0201 -2.2885 -0.78
H 1.8556 -3.0107 4.8649 0.19
H 0.1802 -2.3579 -3.2455 0.18
```

Calculated values
HOMO level	-0.354	Eh

---

Ordering by calculated energy gives the sequence ii, i, with the first entry being the most stable.